# 1
A cluster of 2 separate species, C4H6INO in total at a distorted geometry. Source: the Open Molecules 2025 dataset; level of theory: ωB97M-V/def2-TZVPD.

Results
- frontier orbital gap (spin up / spin down) (eV) = 8.042 / 7.690
- relative energy (zero: lowest compared OMol25 entry of this formula, charge and spin) (kcal/mol) = 109.97
- LUMO level (spin up / spin down) (eV) = -0.305 / -0.538

CARTESIAN COORDINATES (ANGSTROEM)
I -3.156213 -0.743824 -0.154213
O -0.404552 0.690628 -2.022480
N 0.214041 2.942262 0.593556
C 0.189300 1.944831 0.007084
C 0.315048 0.819072 -0.787300
C -1.885801 0.112507 1.137268
C 1.503058 -0.118025 -0.636185
H 1.324254 -0.803242 -1.532161
H -1.366859 -0.511814 1.781465
H -1.872036 1.113707 1.183913
H -1.103586 1.488461 -2.130865
H 1.547336 -0.756778 0.253971
H 2.525585 0.250355 -0.836071

Atoms 1-3, force components in eV/Å:
-0.4 -0.3 -0.4
-0.9 2.8 1.9
-0.3 0.1 0.4

# 2
A cluster of 2 separate species, C3H5F2O2Si in total at a distorted geometry. Source: the Open Molecules 2025 dataset; level of theory: ωB97M-V/def2-TZVPD.

Results
- frontier orbital gap (spin up / spin down) (eV) = 8.275 / 8.922
- relative energy (zero: lowest compared OMol25 entry of this formula, charge and spin) (kcal/mol) = 147.81
- net charge = +1
- LUMO level (spin up / spin down) (eV) = -5.704 / -5.342

CARTESIAN COORDINATES (ANGSTROEM)
Si 3.389856 -0.425217 0.069358
F 4.368929 0.466581 -0.731023
F 3.989400 -1.522365 1.028128
O -1.524983 0.914025 0.292374
O 1.897097 -0.339772 -0.097335
C -1.661181 -0.284826 0.479828
C -1.392601 2.120000 0.519194
C -1.674450 -1.364641 -0.502603
H -2.244168 2.791609 0.508868
H -0.475082 -1.552428 -0.752700
H -2.246372 -1.041852 -1.440331
H -0.308164 2.535223 0.657236
H -2.118283 -2.296332 -0.030988

Atoms 1-3, force components in eV/Å:
-0.8 -1.0 0.4
0.8 -0.1 0.2
0.5 0.8 -0.6

# 3
A cluster of 2 separate species, C8H12O2P in total at a distorted geometry. Source: the Open Molecules 2025 dataset; level of theory: ωB97M-V/def2-TZVPD.

Results
- frontier orbital gap (spin up / spin down) (eV) = 7.337 / 7.337
- relative energy (zero: lowest compared OMol25 entry of this formula, charge and spin) (kcal/mol) = 114.83
- net charge = -1
- LUMO level (spin up / spin down) (eV) = 3.565 / 3.565

CARTESIAN COORDINATES (ANGSTROEM)
P 1.797158 0.008242 1.405882
O 1.070819 -0.913799 2.343891
O 2.132783 -0.968433 -0.055783
C -2.394517 -0.286915 1.174210
C 0.341830 -1.261848 -1.747668
C -3.672039 -1.073641 1.220929
C 1.039511 -1.808007 -0.440440
C 0.634604 1.037367 0.385663
C 0.750903 2.198074 -0.220647
C -1.512220 0.433878 0.776399
C 2.125206 2.832628 -0.379597
H -0.557023 -0.872903 -1.349775
H -3.869248 -1.234923 0.155654
H -0.087302 2.685013 -0.718979
H 2.299911 3.722323 0.163768
H 2.987224 2.181061 -0.054297
H 1.423370 -2.835984 -0.441344
H -3.774603 -1.953630 1.863240
H 0.200320 -2.116823 -2.447431
H -4.506625 -0.407553 1.552311
H 0.413439 -1.862080 0.386625
H 2.167903 2.990610 -1.489730
H 0.988587 -0.492668 -2.082883

Atoms 1-3, force components in eV/Å:
0.5 -1.6 -1.4
0.0 0.5 0.1
0.1 0.6 1.0

# 4
A structure of composition C8H22N7 at a distorted geometry. Source: the Open Molecules 2025 dataset; level of theory: ωB97M-V/def2-TZVPD.

Results
- frontier orbital gap (eV) = 9.623
- relative energy (zero: lowest compared OMol25 entry of this formula, charge and spin) (kcal/mol) = 54.94
- net charge = +1
- LUMO level (eV) = -3.665

CARTESIAN COORDINATES (ANGSTROEM)
N 0.194594 0.491794 0.344470
N 0.161965 1.629084 0.890738
N -1.453339 1.897967 1.635135
N -2.179544 0.138015 0.187232
N -0.890078 -0.311555 -0.012034
N 1.390406 0.190918 -0.061506
N -2.260558 0.810253 1.478955
C -0.595321 -1.764220 0.025941
C -2.562913 1.122292 -0.831556
C 3.454687 0.766538 -0.888403
C -2.215450 -0.189454 2.498910
C -0.241584 -2.348519 -2.440544
C -1.249892 -2.289650 -1.312362
C 3.060802 1.469463 1.401724
C 2.352239 1.137688 0.077367
H 2.389724 1.789361 2.176425
H -1.948312 -3.037490 -1.142346
H -2.837579 0.588733 -1.672609
H 1.787010 2.080916 -0.133527
H -1.685164 2.694788 1.064875
H -0.313465 -3.348202 -2.899866
H 3.843270 -0.224879 -0.700941
H 3.740416 2.301104 1.326737
H -1.289989 -0.790199 2.546384
H 4.361866 1.327490 -0.863718
H -2.524839 0.262868 3.403116
H -3.434584 1.447858 -0.434064
H -1.270876 -2.214311 0.754344
H 3.008844 0.714402 -1.901372
H 1.580219 -0.438597 -0.815705
H 0.396868 -2.005165 0.056699
H -0.616451 -1.661104 -3.149077
H -1.921404 -1.564014 -1.556389
H 3.600570 0.596157 1.758464
H -2.863988 -1.007194 2.209850
H -1.772391 1.892694 -0.838237
H 0.804241 -2.155830 -2.183111

Atoms 1-3, force components in eV/Å:
-2.0 2.8 0.8
-4.0 -0.4 1.5
2.3 -2.2 -0.3

# 5
A structure of composition C4H3MgORb at a distorted geometry. Source: the Open Molecules 2025 dataset; level of theory: ωB97M-V/def2-TZVPD.

Results
- frontier orbital gap (spin up / spin down) (eV) = 5.494 / 4.839
- relative energy (zero: lowest compared OMol25 entry of this formula, charge and spin) (kcal/mol) = 17.08
- multiplicity = 2
- net charge = +1
- LUMO level (spin up / spin down) (eV) = -6.449 / -6.731

CARTESIAN COORDINATES (ANGSTROEM)
Rb -1.246278 -1.543415 -1.022206
Mg 0.900391 1.244688 1.496759
O 0.937812 2.741236 0.206323
C -0.856240 -2.393856 2.282639
C 0.739826 1.249926 -1.641179
C -1.400810 -3.476947 2.092748
C 0.974621 2.460104 -1.029966
H -1.852348 -4.447306 1.946802
H 0.475006 3.165004 -1.798031
H 1.328019 1.000564 -2.533890

Atoms 1-3, force components in eV/Å:
0.0 -0.2 0.3
-0.4 -0.1 -1.0
0.7 0.1 1.7

# 6
An isolated molecule of C5H10O at a distorted geometry. Source: the Open Molecules 2025 dataset; level of theory: ωB97M-V/def2-TZVPD.

Results
- structure (SMILES) = OCC1CCC1
- frontier orbital gap (eV) = 10.880
- relative energy (zero: lowest compared OMol25 entry of this formula, charge and spin) (kcal/mol) = 37.84
- LUMO level (eV) = 0.960

CARTESIAN COORDINATES (ANGSTROEM)
O 2.666909 0.102557 -0.017412
C -0.589922 1.196763 -0.110110
C 1.473657 -0.411426 0.533970
C 0.299764 -0.035992 -0.301717
C -1.815108 0.317803 -0.404979
C -0.857096 -0.974217 -0.027976
H -0.889667 -1.905599 -0.612017
H -0.593618 1.544270 0.928332
H -2.116678 0.362871 -1.461481
H -2.701848 0.495235 0.218997
H -1.007194 -1.199381 1.034097
H 1.251423 -1.546164 0.515511
H 3.280573 0.319210 0.693123
H 0.572640 -0.125745 -1.359795
H 1.354626 -0.136833 1.592060
H -0.365821 2.038197 -0.767582

Atoms 1-3, force components in eV/Å:
0.2 -0.3 0.3
0.3 0.2 0.0
-0.8 -1.1 0.2

no.,calculated total energy (Eh)
1,-583.5443
2,-756.6711
3,-803.7161
4,-700.7357
5,-453.1221
6,-271.6923